The following is a quantum chemistry calculation of C22H29NO3S in the gas phase, from the OMol25 dataset.

Geometry (Å):
S 0.862 -2.241 4.074
O -1.598 1.466 -1.030
O 1.233 0.863 -1.997
O -1.249 2.822 0.708
N -1.953 -1.296 1.904
C -0.052 -2.766 2.691
C 0.588 2.922 -4.978
C -1.055 1.772 0.146
C 0.991 2.603 -3.692
C 0.382 0.314 -4.098
C 0.084 1.952 -5.825
C -0.010 0.643 -5.379
C 0.881 1.294 -3.237
C -0.385 -0.680 0.042
C -1.526 -2.496 2.593
C 2.335 -2.882 3.410
C -1.747 -1.238 0.474
C 2.106 -3.469 2.207
C 1.520 1.808 -0.990
C 0.752 -3.409 1.802
C 3.617 -2.750 4.152
C 1.326 1.168 0.384
C -0.118 0.689 0.673
C -0.304 0.578 2.193
C -2.426 2.460 -1.632
C -1.670 -0.030 2.539
C -2.941 1.918 -2.952
H -1.882 -2.241 0.063
H -0.242 1.572 2.639
H -1.752 -0.155 3.621
H 0.405 -1.361 0.364
H -1.993 -3.341 2.075
H 3.854 -1.701 4.330
H 0.391 -3.836 0.883
H 0.311 -0.699 -3.735
H -0.397 -0.125 -6.032
H -1.836 3.372 -1.781
H 2.002 0.317 0.480
H -0.353 -0.607 -1.043
H -3.247 2.698 -0.946
H 2.879 -3.936 1.623
H -2.108 1.688 -3.611
H 1.601 1.918 1.128
H 0.498 -0.036 2.602
H -3.513 1.010 -2.784
H 2.562 2.151 -1.088
H 1.398 3.379 -3.061
H 3.555 -3.245 5.121
H 4.424 -3.200 3.579
H -0.228 2.211 -6.825
H 0.865 2.683 -1.080
H -3.578 2.658 -3.426
H -1.942 -2.446 3.604
H 0.675 3.944 -5.318
H -2.449 0.673 2.219
H -2.536 -0.598 0.063

The calculation puts the max |F| at 0.73 eV/A. For the total energy, the calculation gives -41752.7960 eV. As for the SMILES: CCOC(=O)C1(CCOc2ccccc2)CCN(Cc2ccc(C)s2)CC1. The molar mass is 387.545 u. Its energy above the lowest of the compared OMol25 structures with the same formula, charge and spin is 33.1 kJ/mol. The LUMO energy is 0.7080 eV. The HOMO energy is -8.0 eV.